Density functional theory data (the ωB97M-V functional and the def2-TZVPD basis) for a structure of composition C29H23Cl2InN4O4Se at a distorted geometry.

Each line ends with the Löwdin charge.
Positions of all 64 atoms, in Å:
In  0.18266  1.02468  -1.96826  0.61
O  -2.47375  -3.36306  2.02931  0.12
C  -3.22748  -3.44283  0.93992  -0.50
O  -4.23477  -4.12262  0.88295  0.08
C  -2.77207  -2.65235  -0.25167  -0.07
C  -3.48637  -2.71375  -1.42979  -0.03
N  -2.91284  -1.87533  -2.29392  0.04
N  -1.85962  -1.24830  -1.73629  0.08
C  -1.74174  -1.70535  -0.49299  -0.14
C  -0.57544  -1.16706  0.36485  -0.60
O  -0.51615  -1.56027  1.51614  0.06
O  0.18400  -0.34585  -0.20162  -0.14
H  -1.68599  -2.74719  1.90305  0.08
H  -4.37331  -3.29117  -1.63035  0.14
H  -3.17779  -1.66427  -3.22063  0.15
Cl  4.19733  -3.65344  -1.96932  0.52
C  3.25184  -3.05645  -3.32615  -1.03
Cl  1.57524  -2.75994  -2.86480  0.52
H  3.28750  -3.77559  -4.11033  0.01
H  3.70055  -2.11909  -3.64310  0.03
C  2.16647  1.71006  -1.77599  -0.15
C  2.80921  1.56676  -0.71751  -0.18
C  3.51510  1.52380  0.45006  -0.12
C  3.18721  2.52644  1.48732  -0.16
C  1.89348  3.04739  1.56472  -0.03
C  1.55625  4.02747  2.46387  -0.07
C  2.51025  4.53429  3.35238  -0.09
C  3.80463  4.04948  3.28701  -0.08
C  4.14242  3.04774  2.36901  -0.03
C  4.57372  0.53045  0.63798  -0.18
C  5.29827  -0.01750  -0.41447  -0.03
C  6.28179  -0.97253  -0.21162  -0.10
C  6.54671  -1.44804  1.07107  -0.09
C  5.85262  -0.89969  2.15134  -0.07
C  4.88967  0.10443  1.93359  -0.03
H  1.15202  2.62755  0.89614  0.05
H  0.54092  4.34778  2.52274  0.09
H  2.25524  5.32560  4.05535  0.10
H  4.57753  4.42960  3.96867  0.11
H  5.15325  2.68247  2.38953  0.11
H  5.08080  0.32544  -1.43627  0.12
H  6.84978  -1.32962  -1.03313  0.09
H  7.37855  -2.16972  1.20822  0.11
H  6.00672  -1.24733  3.16728  0.10
H  4.35173  0.44452  2.80605  0.11
C  -3.15216  0.68912  1.43973  0.00
N  -3.51045  0.87012  0.05779  -0.04
C  -2.87438  1.68597  -0.80738  -0.70
Se  -1.35691  2.71984  -0.43796  0.71
N  -3.54901  1.65356  -1.96982  0.13
C  -4.63124  0.79756  -1.87401  -0.18
C  -5.61622  0.35290  -2.78616  -0.01
C  -6.49486  -0.62913  -2.34626  -0.08
C  -6.44552  -1.12018  -1.02900  -0.08
C  -5.53346  -0.63763  -0.14733  -0.01
C  -4.63117  0.31509  -0.57435  -0.15
H  -2.12569  1.02594  1.60109  0.07
H  -3.21186  -0.35002  1.70219  0.09
H  -3.78804  1.31154  2.06639  0.11
H  -3.24928  2.11809  -2.80703  0.16
H  -5.67627  0.68527  -3.82477  0.11
H  -7.26709  -0.99939  -3.02090  0.11
H  -7.10992  -1.92852  -0.76142  0.12
H  -5.49260  -1.08778  0.82888  0.13

Atoms 1-3, force components in eV/Å:
-0.489 -0.671 0.191
0.130 0.254 -0.074
0.109 -0.157 -0.243

Summary:
Charge: 0
HOMO-LUMO gap (alpha / beta) (eV): 6.306 / 5.493
HOMO energy (alpha / beta) (eV): -7.3 / -6.8

---

Density functional theory data (the ωB97M-V functional and the def2-TZVPD basis) for a cluster of 4 separate species, C3H14O3S2 in total at a distorted geometry.

Each line ends with the Löwdin charge.
Positions of all 22 atoms, in Å:
C  2.11672  0.39331  -0.90481  -0.17
C  1.15583  -0.33227  -1.93623  -0.52
S  0.43745  -1.88949  -1.20316  0.40
S  -1.37174  -1.52518  -0.70038  0.35
C  -1.56375  -1.33190  1.24924  -0.35
H  3.17936  0.68862  -1.25838  0.09
H  2.22482  -0.25663  -0.03862  0.03
H  1.83894  1.37703  -0.55468  0.03
H  0.43196  0.30549  -2.37924  0.05
H  1.83694  -0.80423  -2.68551  0.06
H  -0.67556  -1.71290  1.82204  0.04
H  -1.51930  -0.23567  1.56131  0.03
H  -2.52351  -1.73576  1.27365  -0.03
O  1.03948  0.84709  3.25831  -0.03
H  1.97829  0.77774  3.29178  0.03
H  0.60193  0.32360  3.91642  0.04
O  1.07168  2.92036  1.42543  -0.08
H  1.91188  2.67015  1.77498  0.01
H  0.23039  2.55523  1.79825  0.05
O  -2.26766  2.85776  -0.61176  -0.02
H  -1.45857  3.35108  -0.50877  0.03
H  -2.10968  1.95445  -0.58168  -0.03

Atoms 1-3, force components in eV/Å:
1.246 0.374 -0.652
2.804 -0.989 1.261
2.326 0.247 -1.020

Summary:
SMILES: CCSSC.O.O.O
Charge: 0
HOMO-LUMO gap (eV): 8.845
HOMO energy (eV): -8.6

---

Density functional theory data (the ωB97M-V functional and the def2-TZVPD basis) for a structure of composition C24H17Br3N5ORbS at a distorted geometry.

Each line ends with the Löwdin charge.
Positions of all 52 atoms, in Å:
Rb  0.63589  -1.02716  0.00289  0.81
N  2.47080  1.50149  -3.36735  0.00
C  2.60889  0.37030  -2.55022  -1.03
S  2.18246  -1.13046  -3.26050  0.37
N  3.05006  0.63980  -1.35455  -0.08
N  3.47584  -0.39082  -0.56206  -0.06
C  3.38751  -0.22937  0.70450  -0.22
C  2.79175  0.91138  1.43697  -0.21
C  3.31365  2.18902  1.28439  -0.10
C  2.79781  3.28140  1.97444  -0.17
C  1.72240  3.06936  2.83842  -0.16
C  1.17532  1.81430  3.00214  -0.05
C  1.66531  0.66357  2.30312  -0.51
O  1.13286  -0.48628  2.41840  -0.29
H  1.74515  1.40030  -4.05606  0.03
H  2.41752  2.35957  -2.83185  0.05
H  3.77759  -1.05722  1.29460  0.11
H  4.15347  2.32543  0.61210  0.10
H  3.22111  4.27269  1.85193  0.07
H  1.30551  3.90696  3.39293  0.08
H  0.34211  1.65875  3.68065  0.09
Br  -7.14350  0.88398  -0.22258  0.69
C  -5.26478  0.52479  -0.31692  -0.67
C  -4.83061  -0.78570  -0.36775  -0.10
C  -3.45191  -0.96134  -0.44975  -0.10
N  -2.58013  0.02822  -0.47976  0.13
C  -3.01061  1.29238  -0.40749  -0.19
C  -4.38087  1.57730  -0.32948  -0.07
C  -1.97686  2.34132  -0.39074  -0.20
C  -2.28121  3.69871  -0.23713  -0.07
C  -1.23514  4.59338  -0.19427  -0.66
Br  -1.62032  6.45825  0.01184  0.69
C  0.07691  4.17975  -0.29032  -0.08
C  0.27276  2.80956  -0.45029  -0.10
N  -0.71129  1.93135  -0.50842  0.13
H  -5.51279  -1.62131  -0.34465  0.10
H  -3.03795  -1.96617  -0.48986  0.12
H  -4.74520  2.59217  -0.27763  0.09
H  -3.29766  4.04793  -0.13449  0.09
H  0.90542  4.86805  -0.22899  0.10
H  1.28519  2.40936  -0.51351  0.10
Br  0.66966  -8.88991  -0.29640  0.56
C  0.42671  -6.96563  -0.23498  -0.71
C  0.87889  -6.26391  0.86372  -0.19
C  0.68075  -4.88061  0.89314  -0.20
C  0.04965  -4.16272  -0.13543  -0.20
C  -0.36977  -4.94743  -1.22098  -0.20
C  -0.19669  -6.33265  -1.29050  -0.19
H  1.37384  -6.77960  1.68111  0.08
H  1.04269  -4.35039  1.77362  0.07
H  -0.85189  -4.47142  -2.07461  0.06
H  -0.53628  -6.90071  -2.15143  0.07

Atoms 1-3, force components in eV/Å:
-0.727 -0.613 -1.223
-0.004 0.299 0.217
0.105 -0.544 -0.295

Summary:
Charge: -2
HOMO-LUMO gap (eV): 4.347
HOMO energy (eV): -1.1

---

Density functional theory data (the ωB97M-V functional and the def2-TZVPD basis) for a structure of composition C13H20N4O4S2Zr.

Each line ends with the Löwdin charge.
Positions of all 44 atoms, in Å:
Zr  -0.04694  0.74892  0.93237  1.89
N  2.14306  0.22606  1.90796  0.00
C  2.03269  0.77866  3.31254  -0.06
C  0.58972  1.22339  3.19793  -0.60
O  -0.34091  0.44637  3.39702  0.07
O  0.43271  2.18813  2.31053  -0.17
H  2.37679  -0.76309  1.93555  0.12
H  2.89457  0.69346  1.40529  0.12
H  2.72568  1.59638  3.47881  0.14
H  2.16369  -0.00927  4.04641  0.14
N  -2.29730  0.90621  1.39358  -0.06
C  -3.35040  0.91708  0.32007  -0.19
C  -3.32107  2.16778  -0.54309  -0.17
C  -2.02203  2.36746  -1.33308  -0.17
C  -0.94339  3.18227  -0.59109  -0.20
N  0.37151  2.45738  -0.53335  -0.09
H  -2.45861  0.08721  1.98317  0.11
H  -2.44176  1.69582  2.02532  0.12
H  -4.32421  0.81817  0.79915  0.14
H  -3.19514  0.02729  -0.29263  0.11
H  -3.54219  3.05348  0.05990  0.13
H  -4.15172  2.06854  -1.24189  0.13
H  -2.25362  2.86637  -2.27253  0.13
H  -1.62400  1.39095  -1.63142  0.10
H  -1.23730  3.39888  0.44152  0.11
H  -0.79693  4.15138  -1.06541  0.14
H  1.08764  3.09922  -0.19478  0.12
H  0.67433  2.14723  -1.46273  0.01
O  -1.75468  -2.14738  -0.80391  -0.20
S  -0.46384  -1.76128  -0.36110  0.72
O  -0.44691  -1.35612  1.10724  -0.44
N  0.15812  -0.38013  -0.97719  -0.32
C  1.27878  -0.64388  -1.79135  -0.80
S  2.10254  0.51267  -2.57353  0.85
C  1.62307  -2.08352  -1.72594  -0.23
C  2.63370  -2.73159  -2.41609  0.01
C  2.79577  -4.09858  -2.22073  0.00
C  1.96393  -4.81439  -1.36247  -0.01
C  0.93289  -4.18574  -0.67468  0.00
C  0.81020  -2.82331  -0.86546  -0.24
H  3.27205  -2.18111  -3.09435  0.12
H  3.57704  -4.62287  -2.75392  0.13
H  2.11174  -5.87877  -1.24136  0.13
H  0.26070  -4.73569  -0.03026  0.14

Atoms 1-3, force components in eV/Å:
-0.508 -0.411 -0.064
-0.096 0.048 0.004
-0.016 -0.099 0.066

Summary:
Charge: +2
HOMO-LUMO gap (eV): 7.874
HOMO energy (eV): -15.4

---

Density functional theory data (the ωB97M-V functional and the def2-TZVPD basis) for a cluster of 2 separate species, C14H16 in total at a distorted geometry.

Each line ends with the Löwdin charge.
Positions of all 30 atoms, in Å:
C  -0.87239  0.42067  -4.64267  -0.06
C  -1.71866  0.71416  -3.40806  -0.28
C  -1.48895  1.94226  -2.76729  -0.07
C  -2.29872  2.41155  -1.75123  -0.07
C  -3.22850  1.48894  -1.21143  -0.10
C  -3.35453  0.26900  -1.81417  -0.11
C  -2.65749  -0.18795  -2.94910  -0.04
H  -1.35154  0.33545  -5.62123  0.08
H  -0.41730  -0.53356  -4.34164  0.08
H  -0.05219  1.10264  -4.84909  0.07
H  -0.72639  2.62534  -3.12564  0.10
H  -2.10931  3.41416  -1.39184  0.10
H  -3.65770  1.70288  -0.24053  0.10
H  -4.16584  -0.35208  -1.43607  0.10
H  -2.93455  -1.11890  -3.41528  0.11
C  1.71324  -3.17638  2.75273  -0.05
C  1.98954  -1.67602  2.77421  -0.28
C  2.91685  -1.04959  1.95667  -0.04
C  3.04695  0.35144  2.14575  -0.10
C  2.39003  1.09370  3.07796  -0.12
C  1.41547  0.46015  3.84421  -0.09
C  1.18912  -0.90164  3.64488  -0.05
H  2.16550  -3.57213  3.65477  0.08
H  2.26063  -3.53819  1.87042  0.07
H  0.71636  -3.42894  2.39132  0.08
H  3.63002  -1.52418  1.30507  0.10
H  3.77189  0.86800  1.52189  0.10
H  2.35838  2.17508  3.08453  0.10
H  1.09817  1.00890  4.72602  0.10
H  0.37190  -1.32477  4.21484  0.11

Atoms 1-3, force components in eV/Å:
0.489 -1.006 0.625
1.038 0.656 -1.575
-0.714 0.497 -0.233

Summary:
SMILES: Cc1ccccc1.Cc1ccccc1
Charge: 0
HOMO-LUMO gap (eV): 9.807
HOMO energy (eV): -8.9

---

Density functional theory data (the ωB97M-V functional and the def2-TZVPD basis) for a cluster of 8 separate species, C26H50N6O2 in total at a distorted geometry.

Each line ends with the Löwdin charge.
Positions of all 84 atoms, in Å:
C  8.24516  12.59992  10.04368  -0.10
C  8.84618  13.75606  9.29832  -0.26
C  8.20786  14.00176  7.89676  -0.18
C  6.78580  14.30294  7.98472  -0.25
N  5.66275  14.55136  8.09752  0.14
H  8.84210  12.47978  10.94774  0.05
H  8.30133  11.66688  9.48298  0.08
H  7.20104  12.79910  10.28502  0.08
H  9.88710  13.59142  9.01996  0.08
H  8.91606  14.65720  9.90753  0.11
H  8.31523  13.15468  7.21924  0.12
H  8.65800  14.89948  7.47300  0.12
C  13.61654  8.92461  8.57390  -0.11
C  12.27069  9.09426  7.82448  -0.22
C  12.39697  10.21328  6.70946  -0.17
C  12.28612  11.58692  7.20628  -0.23
N  12.21916  12.67258  7.53938  0.15
H  14.05232  9.89549  8.80972  0.05
H  14.44773  8.61942  7.93824  0.07
H  13.54646  8.23462  9.41480  0.07
H  11.44268  9.32270  8.49554  0.09
H  12.01252  8.17944  7.29106  0.10
H  11.68323  10.10101  5.89334  0.11
H  13.41297  10.06592  6.34322  0.11
C  7.37226  15.52798  16.34898  -0.11
C  6.63726  14.33848  15.78786  -0.24
C  7.45851  13.39960  14.83614  -0.16
C  8.68562  12.84512  15.40754  -0.17
N  9.66580  12.42610  15.89974  0.18
H  7.46664  16.31102  15.59662  0.07
H  8.34261  15.32986  16.80426  0.08
H  6.71375  15.92898  17.11947  0.08
H  5.79962  14.71402  15.20014  0.11
H  6.19348  13.72478  16.57177  0.11
H  7.75423  13.99074  13.96942  0.12
H  6.88674  12.50974  14.57284  0.12
C  14.61969  15.16766  11.99016  -0.11
C  15.34217  16.46226  11.45064  -0.22
C  15.86502  16.13202  10.01094  -0.19
C  16.48416  17.34956  9.47292  -0.25
N  16.98825  18.31457  9.09568  0.13
H  13.83696  14.98348  11.25428  0.06
H  14.03990  15.39790  12.88400  0.04
H  15.27653  14.30362  12.09050  0.07
H  16.14088  16.88450  12.06046  0.10
H  14.68422  17.32270  11.32878  0.10
H  15.06429  15.73730  9.38554  0.12
H  16.67785  15.40642  9.98075  0.12
C  11.02099  8.25496  13.68490  -0.11
C  11.42315  8.19656  15.16910  -0.25
C  10.22169  8.12452  16.13700  -0.18
C  9.35087  6.99310  15.81414  -0.24
N  8.64465  6.10486  15.52716  0.14
H  10.35203  9.08762  13.46754  0.06
H  10.38121  7.38584  13.53188  0.06
H  11.87084  8.30662  13.00432  0.07
H  12.08336  9.05110  15.31742  0.09
H  12.02692  7.30674  15.34730  0.11
H  9.61125  9.01948  16.01650  0.11
H  10.58271  7.99048  17.15670  0.12
C  11.82717  13.35726  13.14136  -0.10
C  11.49948  11.93054  12.66586  -0.23
C  12.03818  11.53736  11.24642  -0.16
C  13.45284  11.78484  10.94446  -0.23
N  14.56791  11.94634  10.70600  0.16
H  12.89029  13.50444  13.33168  0.06
H  11.24001  13.60996  14.02424  0.04
H  11.54525  14.09316  12.38832  0.08
H  10.42071  11.77478  12.67504  0.09
H  12.01791  11.33484  13.41718  0.09
H  11.51588  12.17556  10.53366  0.09
H  11.79144  10.53384  10.89974  0.10
C  13.18320  12.53406  16.81472  -0.14
O  12.14669  13.54740  16.74284  -0.16
H  13.04145  11.88654  17.68001  0.07
H  13.23062  11.86920  15.95230  0.06
H  14.14913  13.03476  16.88092  0.08
H  11.38842  13.13790  16.31984  -0.04
C  11.60315  16.65110  15.00564  -0.13
O  10.28745  17.03858  14.52246  -0.13
H  12.41977  16.80911  14.30118  0.06
H  11.95720  17.25530  15.84092  0.08
H  11.68288  15.60748  15.30990  0.05
H  9.89695  17.67394  15.12696  0.06

Atoms 1-3, force components in eV/Å:
0.257 -0.007 0.261
0.597 0.125 -1.549
-0.224 0.703 0.827

Summary:
SMILES: CCCC#N.CCCC#N.CCCC#N.CCCC#N.CCCC#N.CCCC#N.CO.CO
Charge: 0
HOMO-LUMO gap (eV): 10.378
HOMO energy (eV): -10.2

---

- The highest charge belongs to which entry?
  C13H20N4O4S2Zr

---

- What is the formula in the fourth record?
  C13H20N4O4S2Zr

---

- Which value of charge does entry 3 give?
  -2

---

- Which value of charge does entry 4 give?
  +2